Entry 1:
{
  "formula": "C4H10NOP",
  "method": "ωB97M-V with the def2-TZVPD basis set",
  "charge": 0,
  "relative_energy_kj_mol": 139.5,
  "e_lumo_ev": 0.991,
  "smiles": "C/C=C\\NP(C)O",
  "e_homo_ev": -7.64,
  "elements": ["P", "O", "N", "C", "C", "C", "C", "H", "H", "H", "H", "H", "H", "H", "H", "H", "H"],
  "coordinates": [[2.015143, -0.123411, 0.570043], [2.565674, -1.387566, -0.297691], [0.400987, -0.385527, 0.271971], [-2.340303, -0.816837, -0.565644], [-0.730257, 0.568069, 0.778422], [2.173857, 1.294902, -0.542664], [-1.985104, 0.292345, 0.437970], [-2.962056, -1.621514, -0.022312], [0.035383, -1.353691, 0.224210], [2.888985, -2.042328, 0.323997], [3.146744, 1.692484, -0.416801], [-2.905018, -0.402223, -1.394986], [-2.854024, 0.936976, 0.667139], [1.756235, 0.890642, -1.554211], [-0.418202, 1.191349, 1.607806], [1.432033, 1.963766, -0.000280], [-1.519133, -1.247920, -1.153206]],
  "forces_ev_per_a": [[0.87, 0.47, 1.33], [0.25, -0.37, -0.53], [-4.75, 0.83, 0.70], [-0.56, -0.38, 0.66], [2.12, -2.97, -0.30], [-2.52, -1.20, -0.23], [-0.34, -0.07, -1.56], [0.95, 1.07, -1.07], [0.72, 1.03, 0.11], [0.25, -0.17, -0.04], [0.98, 0.57, -0.66], [-0.77, 0.18, 0.22], [0.85, -0.38, 0.48], [1.08, 1.36, 1.51], [-0.07, 0.49, -0.40], [0.76, -0.35, -1.10], [0.18, -0.12, 0.88]]
}

Entry 2:
{
  "formula": "C3H5BrN2O",
  "method": "ωB97M-V with the def2-TZVPD basis set",
  "charge": 0,
  "relative_energy_kj_mol": 132.3,
  "e_lumo_ev": -0.122,
  "smiles": "O=C1CCN(Br)N1",
  "e_homo_ev": -9.72,
  "elements": ["Br", "O", "N", "N", "C", "C", "C", "H", "H", "H", "H", "H"],
  "coordinates": [[1.704706, -1.879708, -0.711066], [-1.258347, 0.110420, 2.106517], [0.030742, -1.011354, -1.048135], [-0.918364, -1.102555, 0.280893], [0.216976, 0.502004, -1.059550], [-0.633482, -0.079321, 1.096386], [0.303519, 0.884020, 0.452249], [-1.174784, -2.000635, 0.602608], [0.987323, 0.720308, -1.850759], [1.346141, 0.779775, 0.966897], [0.029052, 1.959160, 0.573290], [-0.633482, 1.117887, -1.409330]],
  "forces_ev_per_a": [[-0.25, 0.32, 0.10], [0.09, 0.03, 1.28], [-2.83, 0.53, 2.25], [2.91, 0.39, -4.47], [0.80, -0.21, 0.33], [-1.14, 1.22, 0.37], [2.80, 1.28, -0.47], [-0.17, -1.00, 0.16], [-0.12, -0.18, 1.46], [-1.68, -0.02, -1.13], [-0.08, -1.01, 0.28], [-0.34, -1.35, -0.15]]
}

Entry 3:
{
  "formula": "C21H17BrF2N2O3",
  "method": "ωB97M-V with the def2-TZVPD basis set",
  "charge": 0,
  "relative_energy_kj_mol": 186.6,
  "e_lumo_ev": 0.054,
  "smiles": "Cc1ccc(C(N)=O)cc1-n1c(C)cc(OCc2ccc(F)cc2F)c(Br)c1=O",
  "e_homo_ev": -8.66,
  "elements": ["Br", "F", "F", "O", "O", "O", "N", "N", "C", "C", "C", "C", "C", "C", "C", "C", "C", "C", "C", "C", "C", "C", "C", "C", "C", "C", "C", "C", "C", "H", "H", "H", "H", "H", "H", "H", "H", "H", "H", "H", "H", "H", "H", "H", "H", "H"],
  "coordinates": [[1.089535, -1.823292, -2.492792], [5.492932, 3.124493, -6.506335], [1.024041, 3.513226, -4.869217], [1.898633, 0.991949, -1.692345], [-1.807041, -3.899559, 5.859684], [-1.215959, -2.360000, -0.583000], [0.083813, -2.995716, 5.497416], [-0.920094, -0.595238, 0.905705], [-0.666386, -1.271008, -0.255937], [-1.263746, -3.138277, 5.079853], [-3.951098, -1.900636, 2.619173], [-0.659021, 1.208577, 2.590048], [1.006823, 0.480340, -0.827964], [-0.171301, 0.539811, 1.270825], [-3.340736, -2.462595, 3.719784], [0.588477, 1.203992, 0.305762], [1.306984, 1.689145, -2.837348], [-1.264860, -1.739414, 2.993740], [4.691373, 1.798836, -4.686889], [-3.142173, -1.274719, 1.626587], [-1.974265, -2.297679, 4.007077], [-3.977261, -0.796449, 0.390020], [3.215145, 3.579644, -5.659934], [4.494894, 2.836143, -5.642209], [2.241569, 3.125119, -4.705899], [3.743207, 1.490915, -3.730226], [-1.776687, -1.186576, 1.843163], [0.460973, -0.726040, -1.001733], [2.427502, 2.115945, -3.767596], [-3.327905, -0.570768, -0.481182], [0.595605, 1.141033, -3.452995], [-4.624561, -1.696010, 0.121579], [-4.559098, 0.061319, 0.667875], [4.019701, 0.651130, -3.072647], [0.883108, 2.664745, -2.545532], [1.135890, 2.049928, 0.632388], [-0.184255, -1.732510, 3.159015], [0.350150, -3.741686, 6.163055], [-0.200155, 0.638986, 3.409573], [-0.350298, 2.271702, 2.668984], [0.703972, -2.774800, 4.808303], [5.623703, 1.175404, -4.544027], [3.053234, 4.405857, -6.352212], [-1.748500, 1.145201, 2.519453], [-5.004706, -1.965886, 2.427604], [-4.001158, -2.954580, 4.421351]],
  "forces_ev_per_a": [[-0.50, 0.70, 0.92], [-0.74, 0.03, 0.37], [-2.74, 1.60, -0.15], [-0.05, 0.91, -1.29], [-2.31, -0.11, -1.13], [0.66, 2.82, 1.11], [-2.06, 0.03, 0.17], [1.49, 1.30, 0.40], [0.54, -3.36, -1.67], [0.84, -0.26, 3.09], [2.20, 0.33, -0.61], [1.14, -0.22, -1.34], [-0.79, 0.24, -0.16], [-1.44, 1.98, -1.05], [-1.10, 0.23, 1.31], [-0.29, -1.67, 2.55], [1.26, 1.29, -0.25], [2.53, 0.44, 0.53], [1.12, 0.14, -0.06], [-2.05, 0.10, -0.46], [-0.38, -2.07, -0.35], [1.56, -1.92, 0.02], [2.47, -2.40, 1.20], [-2.39, 0.51, 1.20], [3.23, -1.37, -1.15], [-1.94, 0.50, -0.63], [-1.77, -0.60, 0.22], [-0.36, -1.86, -2.02], [2.92, -1.15, 0.41], [-0.49, -0.08, 0.54], [-0.24, -0.59, 0.66], [0.67, 1.44, 0.19], [-0.44, 0.35, 0.02], [-0.71, 0.70, -0.07], [-0.43, -0.67, 0.52], [0.24, 0.91, 0.00], [-0.10, 0.23, -0.49], [-0.37, 0.81, -0.92], [-0.68, 0.33, 0.10], [-0.06, -0.75, -0.27], [2.43, 0.70, -1.84], [-0.85, 1.24, -0.94], [-0.14, -0.40, 0.20], [0.19, 0.05, 0.73], [-0.29, -0.19, 0.18], [0.26, -0.24, 0.23]]
}

Entry 4:
{
  "formula": "C4H4InO5",
  "method": "ωB97M-V with the def2-TZVPD basis set",
  "charge": 2,
  "e_lumo_ev": [-9.830, -14.234],
  "spin_multiplicity": 2,
  "e_homo_ev": [-19.07, -19.05],
  "elements": ["In", "O", "O", "O", "O", "O", "C", "C", "C", "C", "H", "H", "H", "H"],
  "coordinates": [[3.755923, -0.187391, 1.229937], [1.615018, 0.431305, 0.473542], [1.281400, -0.235214, -1.881457], [3.374361, -0.440856, -0.821170], [-0.215363, -0.912373, 0.421460], [-0.437526, 1.213403, -0.062231], [0.387651, 0.195800, 0.048594], [-1.792990, 0.777876, 0.163398], [-1.644969, -0.720083, 0.418523], [2.345477, -0.085427, -1.301397], [-2.025423, -1.030392, 1.396787], [-2.371340, 1.008667, -0.736651], [-2.078692, -1.341776, -0.370834], [-2.193521, 1.326462, 1.021497]],
  "forces_ev_per_a": [[-1.21, 0.29, 0.25], [-1.06, -0.06, -0.91], [5.70, 1.54, 1.32], [1.89, 0.39, -1.50], [1.70, 0.34, -1.08], [2.04, -0.62, -0.93], [-1.84, 1.24, 6.11], [-1.05, -0.03, -0.43], [-0.99, -0.31, -0.17], [-5.93, -2.87, -2.65], [0.22, -0.02, -0.25], [0.10, -0.03, 0.28], [0.14, 0.10, 0.21], [0.29, 0.03, -0.23]]
}

Entry 5:
{
  "formula": "C11H24BBr10Na3O3",
  "method": "ωB97M-V with the def2-TZVPD basis set",
  "charge": 0,
  "e_lumo_ev": -2.310,
  "e_homo_ev": -4.62,
  "elements": ["Br", "Br", "Br", "Br", "Br", "Br", "Br", "Br", "Br", "Br", "Na", "Na", "Na", "O", "O", "O", "C", "C", "C", "C", "C", "C", "C", "C", "C", "C", "C", "B", "H", "H", "H", "H", "H", "H", "H", "H", "H", "H", "H", "H", "H", "H", "H", "H", "H", "H", "H", "H", "H", "H", "H", "H"],
  "coordinates": [[-3.978374, -1.796560, 7.247345], [-2.885754, 5.151610, 2.433365], [1.527996, 3.979950, -6.274505], [-4.683244, 2.702800, -1.064285], [-5.306654, -3.941330, 0.080105], [-3.699534, -6.570310, -3.636465], [5.993566, 4.732560, -4.930735], [2.928436, 4.637920, 1.312865], [3.152026, 2.982440, 5.671055], [-1.982464, -3.028770, 4.443495], [2.098836, -2.709240, -4.680525], [5.478436, -1.053830, -0.614255], [2.565986, -5.300620, 0.745645], [4.477756, -7.809900, -2.052735], [2.752266, -6.914490, -3.010645], [4.181186, -8.047420, -4.138515], [3.103946, 3.123790, 3.656405], [-4.518964, -6.153850, -1.814455], [-2.012344, -1.125380, 5.184555], [-3.692984, 3.219250, 0.575305], [-4.222384, 4.554260, 1.071995], [3.208656, 4.861070, -5.736385], [4.303806, 3.828900, -5.413645], [-4.246034, -4.648660, -1.489715], [3.276786, 4.633510, 3.278395], [3.813106, -7.569150, -3.088005], [-3.473584, -0.760310, 5.600075], [1.512316, -1.031430, -0.566865], [-5.568104, -6.449410, -1.821235], [4.390466, 3.119990, -6.237075], [2.643256, 5.296090, 3.868085], [3.896296, 2.546520, 3.179905], [-2.677044, 3.265330, 0.183105], [-3.219994, -4.518830, -1.145505], [2.166586, 2.675470, 3.327045], [1.705246, -1.968240, -1.066255], [-3.464944, 0.292020, 5.884035], [4.071966, 3.240780, -4.525685], [-1.547004, -0.636110, 4.328885], [-4.517284, -4.125450, -2.406655], [-4.081984, -6.769160, -1.027975], [2.974866, 5.507570, -4.890515], [-1.265894, -1.066620, 5.976675], [2.047896, -0.964330, 0.367425], [-5.192334, 4.478350, 1.563455], [1.877206, -0.183380, -1.125355], [-4.220504, 5.227930, 0.215105], [-4.197834, -0.946290, 4.806995], [-3.740524, 2.391980, 1.283455], [0.453226, -0.921120, -0.392505], [4.258216, 5.080160, 3.437755], [3.535456, 5.479950, -6.572025]],
  "forces_ev_per_a": [[0.20, 0.68, -1.09], [-0.68, 0.00, -0.50], [0.61, 0.16, 0.20], [-0.07, 0.01, 0.49], [0.44, -0.63, -1.10], [-0.62, 0.27, 1.60], [-0.57, -0.31, -0.48], [0.06, 0.41, 0.88], [0.13, -0.08, -1.23], [0.03, 0.95, 0.64], [0.02, -0.27, 0.44], [-0.55, -0.10, -0.03], [0.10, -0.11, -0.63], [1.01, 0.20, 2.22], [-1.91, 1.89, 0.52], [1.36, -1.22, -3.46], [0.45, 1.25, 0.40], [0.34, 0.57, 0.57], [-0.51, -1.33, -0.49], [0.03, -0.29, -0.64], [0.92, -0.69, -0.02], [0.58, -0.12, 0.06], [-0.84, 0.05, 0.42], [-0.65, -1.21, -0.13], [-0.31, -1.07, -0.01], [-0.69, -0.03, 1.17], [1.67, -0.31, 0.27], [0.03, 0.00, -0.10], [0.04, 0.43, -0.54], [0.59, 0.33, -0.07], [-0.68, -0.23, -0.62], [0.15, -0.03, 0.56], [-0.09, 0.31, 0.34], [-0.17, 0.16, -0.47], [-0.06, 0.47, 0.24], [0.95, -4.03, -2.20], [-0.25, -0.11, 0.11], [-0.16, 0.19, -0.06], [-0.78, 0.54, 0.02], [0.18, 0.62, 0.56], [0.44, -0.19, -0.48], [0.01, -0.21, -0.07], [-0.46, -0.28, 0.23], [2.27, -0.09, 4.08], [0.22, 0.12, -0.12], [1.47, 3.37, -2.70], [-0.05, 0.33, 0.51], [0.12, -0.15, 0.28], [-0.26, 0.20, -0.06], [-4.07, 0.41, 0.70], [0.24, -0.73, -0.24], [-0.22, -0.10, 0.02]]
}

Entry 6:
{
  "formula": "CHF2O3S",
  "method": "ωB97M-V with the def2-TZVPD basis set",
  "charge": -1,
  "relative_energy_kj_mol": 325.0,
  "e_lumo_ev": [3.980, 3.680],
  "e_homo_ev": [-3.53, -3.16],
  "elements": ["S", "F", "F", "O", "O", "O", "C", "H"],
  "coordinates": [[-0.055302, -0.966264, -1.633235], [-0.041184, 0.178897, 2.591177], [-0.696486, 1.372543, 0.984579], [-0.153763, -1.017087, -0.084081], [0.938659, 0.026456, -1.981368], [-1.369578, -0.660580, -2.269156], [0.128277, 0.431871, 1.276637], [1.249377, 0.634164, 1.115447]],
  "forces_ev_per_a": [[-1.83, -0.70, -1.35], [-0.16, -0.90, 0.00], [-0.91, 1.43, -0.81], [0.11, 0.59, 3.07], [1.43, 1.22, -0.35], [0.62, -0.13, 0.59], [2.60, -1.36, -0.99], [-1.85, -0.15, -0.17]]
}

no.,calculated total energy (eV)
1,-17135.522
2,-78259.805
3,-106650.966
4,-19602.182
5,-732280.475
6,-23464.512